{"formula": "CH3N2PS", "method": "the ωB97M-V functional and the def2-TZVPD basis", "homo_ev": -9.875, "smiles": "[H]/N=P/C#N.S", "gap_ev": 8.6, "e_lumo_ev": -1.2, "charge": 0, "e_above_lowest_kcal_mol": 53.3, "symbols": ["C", "N", "N", "P", "S", "H", "H", "H"], "xyz": [[1.159, 0.262, 0.589], [1.854, -0.381, 1.250], [0.948, 2.472, -0.313], [0.118, 1.232, -0.483], [-1.097, -2.386, 0.038], [-1.716, -1.150, 0.094], [0.834, 3.288, -0.869], [-2.100, -3.338, -0.306]], "forces_ev_per_angstrom": [[0.462, -1.349, 0.986], [-0.370, 0.299, -0.335], [1.919, 2.098, 0.243], [-1.403, -1.749, -0.521], [-0.510, -0.562, -0.160], [-0.288, -1.342, -0.227], [-0.571, 0.746, -0.383], [0.761, 1.860, 0.397]]}

=====

{"formula": "CH3N2PS", "method": "the ωB97M-V functional and the def2-TZVPD basis", "homo_ev": [-7.841, -9.688], "multiplicity": 3, "gap_ev": [8.2, 6.2], "e_lumo_ev": [0.4, -3.5], "charge": 0, "e_above_lowest_kcal_mol": 1.7, "symbols": ["C", "N", "N", "P", "S", "H", "H", "H"], "xyz": [[-2.766, -1.343, -0.178], [-2.446, -2.421, 0.026], [-2.552, 1.096, 0.122], [-3.660, 0.226, -0.425], [1.458, -0.136, -0.105], [2.757, -0.547, -0.075], [-2.599, 2.116, 0.016], [0.809, -1.150, 0.418]], "forces_ev_per_angstrom": [[-1.820, 1.430, -0.625], [0.712, -1.148, 0.197], [2.340, 4.855, 1.373], [-2.112, -4.723, -1.271], [0.601, 1.200, -0.594], [-0.834, -0.325, 0.244], [0.930, -0.406, 0.332], [0.184, -0.883, 0.343]]}

=====

{"formula": "CH3N3O", "method": "the ωB97M-V functional and the def2-TZVPD basis", "homo_ev": [-9.208, -10.630], "gap_ev": [7.8, 10.4], "e_lumo_ev": [-1.4, -0.2], "charge": 0, "e_above_lowest_kcal_mol": 172.0, "symbols": ["C", "N", "N", "N", "O", "H", "H", "H"], "xyz": [[0.878, -0.048, 0.098], [-0.238, 0.595, 0.024], [2.263, 0.817, -0.053], [-2.467, 0.324, -0.093], [-1.293, -0.229, -0.006], [0.996, -1.124, 0.155], [2.999, 0.115, 0.018], [-3.137, -0.449, -0.144]], "forces_ev_per_angstrom": [[4.094, 2.465, -0.728], [0.959, 1.340, -0.166], [-5.106, -2.043, 0.589], [-0.933, 2.069, -0.102], [0.713, -2.939, 0.220], [-0.258, -0.069, 0.050], [-0.038, -0.434, 0.055], [0.569, -0.389, 0.083]]}

=====

{"formula": "CH3N3O", "method": "the ωB97M-V functional and the def2-TZVPD basis", "homo_ev": [-9.784, -9.559], "gap_ev": [9.4, 8.3], "e_lumo_ev": [-0.4, -1.3], "charge": 0, "e_above_lowest_kcal_mol": 161.6, "symbols": ["C", "N", "N", "N", "O", "H", "H", "H"], "xyz": [[0.802, 0.805, -0.520], [-0.484, 0.522, -0.838], [1.138, 0.967, 0.648], [-2.406, 0.602, 0.222], [-1.148, 0.731, 0.300], [1.678, 0.839, -1.552], [2.091, 1.090, 1.072], [-2.761, 0.736, 1.175]], "forces_ev_per_angstrom": [[4.699, 0.016, -3.952], [-1.708, 0.205, -0.497], [2.100, 0.415, 3.926], [-1.714, -0.510, -0.766], [0.387, 0.001, 0.059], [-3.086, -0.256, 2.841], [-1.216, -0.036, -1.716], [0.538, 0.165, 0.105]]}

=====

Please write out number 3 again, unchanged.
{"formula": "CH3N3O", "method": "the ωB97M-V functional and the def2-TZVPD basis", "homo_ev": [-9.208, -10.630], "gap_ev": [7.8, 10.4], "e_lumo_ev": [-1.4, -0.2], "charge": 0, "e_above_lowest_kcal_mol": 172.0, "symbols": ["C", "N", "N", "N", "O", "H", "H", "H"], "xyz": [[0.878, -0.048, 0.098], [-0.238, 0.595, 0.024], [2.263, 0.817, -0.053], [-2.467, 0.324, -0.093], [-1.293, -0.229, -0.006], [0.996, -1.124, 0.155], [2.999, 0.115, 0.018], [-3.137, -0.449, -0.144]], "forces_ev_per_angstrom": [[4.094, 2.465, -0.728], [0.959, 1.340, -0.166], [-5.106, -2.043, 0.589], [-0.933, 2.069, -0.102], [0.713, -2.939, 0.220], [-0.258, -0.069, 0.050], [-0.038, -0.434, 0.055], [0.569, -0.389, 0.083]]}

=====

> Which formula does entry 2 have?

CH3N2PS